1.
85
Properties=species:S:1:pos:R:3:lowdin_charge:R:1 method="wB97M-V/def2-TZVPD" homo_ev=-4.82 e_lumo_ha=0.0768 relative_energy_kcal_mol=11.6 charge=-1 orbital_gap_ev=6.91
K 0.3676 -0.1510 0.2844 0.63
N -3.9194 -1.4322 2.0148 0.11
C -2.7917 -1.1052 1.2235 -0.32
N -1.5511 -1.0968 1.8664 0.04
C -1.4872 -0.7884 3.1554 -0.33
N -0.3704 -0.4473 3.8139 0.02
N 0.7135 -0.3875 2.9869 -0.06
C 1.6990 0.2898 3.4378 -0.12
C 2.9210 0.5086 2.6306 -0.27
C 3.9084 1.3590 3.1346 -0.04
C 5.0339 1.6080 2.3776 -0.08
C 5.1522 1.0090 1.1323 -0.07
C 4.1220 0.1818 0.7097 -0.15
N 3.0373 -0.0750 1.4285 0.08
C -2.7155 -0.7939 3.9813 -0.08
C -2.7084 -0.5012 5.3414 -0.03
C -3.8774 -0.5256 6.0815 -0.11
C -5.0773 -0.8412 5.4501 -0.11
C -5.1062 -1.1303 4.1002 -0.04
C -3.9252 -1.1067 3.3564 -0.20
H -4.8090 -1.4356 1.5434 0.14
H -2.7816 -1.7037 0.3149 0.14
H 1.6451 0.7769 4.4154 0.11
H 3.7712 1.8194 4.1041 0.11
H 5.8074 2.2701 2.7470 0.10
H 6.0089 1.1850 0.4977 0.10
H 4.1599 -0.2899 -0.2664 0.10
H -1.7601 -0.2494 5.7928 0.10
H -3.8605 -0.2945 7.1376 0.09
H -6.0007 -0.8562 6.0167 0.09
H -6.0410 -1.3725 3.6079 0.10
O -3.0357 0.3362 0.6880 0.07
C -2.5589 0.6163 -0.5207 -0.49
O -2.1378 -0.2061 -1.3069 0.07
C -2.5603 2.0873 -0.8165 -0.04
C -3.7222 2.7624 -1.0296 0.06
C -3.6902 4.1338 -1.3298 -0.16
C -2.4909 4.8088 -1.3888 0.06
C -1.3084 4.1315 -1.1798 -0.06
C -1.2503 2.7258 -0.8586 -0.31
O -0.2153 2.0916 -0.5785 -0.12
N -0.0939 4.9232 -1.2678 -0.35
O -0.1743 6.1202 -1.0322 0.04
O 0.9558 4.3478 -1.4883 0.06
N -4.9207 4.8429 -1.5812 -0.37
O -5.9605 4.1989 -1.5800 0.04
O -4.8562 6.0193 -1.9049 0.04
H -4.6787 2.2625 -0.9700 0.13
H -2.4702 5.8670 -1.6041 0.13
C 2.2341 -4.6102 0.2469 -0.34
As 0.9083 -3.3017 0.8876 1.04
C 1.1554 -3.6128 2.8016 -0.33
C -0.6666 -4.4506 0.6558 -0.33
H 2.0919 -5.5884 0.7096 0.01
H 3.2338 -4.2442 0.4829 0.01
H 2.1563 -4.7129 -0.8362 0.00
H 1.1392 -4.6788 3.0364 0.02
H 0.3603 -3.0983 3.3406 0.00
H 2.1059 -3.1801 3.1131 0.02
H -0.4973 -5.4491 1.0627 0.02
H -0.9153 -4.5293 -0.4034 0.01
H -1.5032 -3.9829 1.1751 0.00
C 3.2510 1.9300 -4.5438 -0.17
C 2.5601 2.3049 -3.2540 -0.20
N 2.3845 1.1031 -2.4513 0.08
C 1.8549 -0.0439 -3.0243 -0.38
N 1.2247 -0.8579 -2.2697 0.04
C 0.6513 -2.0626 -2.8310 -0.24
C 1.3457 -2.5142 -4.1060 -0.17
C 1.4462 -1.3260 -5.0383 -0.18
N 2.1353 -0.2352 -4.3758 -0.05
C 2.4050 0.8941 -5.2461 -0.18
H 4.2413 1.5194 -4.3307 0.12
H 3.3666 2.8060 -5.1843 0.11
H 1.6009 2.7881 -3.4685 0.11
H 3.1485 3.0145 -2.6742 0.12
H 1.9198 1.2923 -1.5693 0.09
H -0.4148 -1.8925 -3.0207 0.12
H 0.7057 -2.8482 -2.0708 0.07
H 0.7944 -3.3241 -4.5885 0.11
H 2.3508 -2.8759 -3.8746 0.12
H 0.4393 -1.0144 -5.3582 0.13
H 2.0139 -1.5751 -5.9414 0.12
H 1.4627 1.3553 -5.5841 0.13
H 2.9134 0.5085 -6.1360 0.12


2.
79
Properties=species:S:1:pos:R:3:mulliken_spin:R:1 method="wB97M-V/def2-TZVPD" homo_ev="-10.87 / -10.95" e_lumo_ha="-0.1403 / -0.1186" relative_energy_kcal_mol=1.4 charge=+1 s2=0.768 orbital_gap_ev="7.05 / 7.72" spin_multiplicity=2
V -1.1274 0.9597 0.2755 1.09
C -3.8160 0.1536 0.8478 0.01
N -2.5908 -0.5855 0.4147 -0.02
C -2.8963 -1.3081 -0.8450 0.01
C -2.1757 -1.4796 1.5007 -0.01
C -2.7141 -2.7317 1.7071 0.00
C -2.2564 -3.4977 2.7735 -0.01
C -1.2669 -3.0014 3.6076 0.00
C -0.7282 -1.7377 3.4011 -0.01
C -1.1955 -0.9628 2.3487 0.02
N -0.7234 0.3036 1.9730 -0.09
C -0.1018 1.2327 2.8190 0.00
C -0.2444 1.3182 4.1983 -0.01
C 0.3497 2.3747 4.8794 0.00
C 1.0625 3.3498 4.1978 0.00
C 1.2062 3.2687 2.8159 0.00
C 0.6311 2.2110 2.1409 0.03
N 0.7555 1.9695 0.7034 -0.02
C 1.9406 1.0819 0.5051 0.00
C 0.9899 3.2054 -0.0896 0.02
H -4.6083 -0.5598 1.0787 0.00
H -3.5903 0.7507 1.7298 0.00
H -4.1412 0.8113 0.0428 0.00
H -3.8259 -1.8708 -0.7479 0.00
H -3.0176 -0.5786 -1.6455 0.00
H -2.0831 -1.9877 -1.0831 0.00
H -3.4763 -3.1274 1.0492 0.00
H -2.6669 -4.4834 2.9412 0.00
H -0.8977 -3.6085 4.4230 0.00
H 0.0680 -1.3733 4.0350 0.00
H -0.8287 0.5815 4.7321 0.00
H 0.2474 2.4356 5.9551 0.00
H 1.5166 4.1704 4.7361 0.00
H 1.7641 4.0250 2.2803 0.00
H 2.8248 1.5721 0.9172 0.00
H 1.7826 0.1304 1.0072 0.00
H 2.0915 0.9192 -0.5609 0.00
H 2.0123 3.5585 0.0570 0.00
H 0.8499 2.9741 -1.1441 0.00
H 0.3116 4.0011 0.2060 0.00
O -1.8564 7.7004 1.1589 0.00
C -1.3081 6.4982 0.9239 0.00
O -0.3548 6.3769 0.2113 0.00
C -1.9027 5.3364 1.6391 0.00
C -2.0434 5.1510 2.9955 0.00
N -2.3820 3.8599 3.1730 0.00
N -2.4660 3.1794 2.0296 0.00
C -2.1812 4.0678 1.0913 0.02
C -2.1785 3.6706 -0.3396 0.01
O -2.3737 4.4086 -1.2508 -0.01
O -1.9063 2.3501 -0.5028 -0.04
H -2.6839 7.6144 1.6477 0.00
H -1.8915 5.8187 3.8276 0.00
H -2.5162 3.3770 4.0461 0.00
C 1.9973 -5.6171 -3.9723 0.00
C 2.9943 -4.4516 -4.0413 0.00
C 4.1366 -4.6957 -3.0452 0.00
C 3.5869 -4.4117 -5.4505 0.00
C 2.2766 -3.1509 -3.6767 0.00
C 2.1846 -2.0749 -4.5614 0.00
C 1.5313 -0.8844 -4.2424 0.00
C 0.9703 -0.8126 -2.9927 0.00
O 0.2671 0.2296 -2.4028 0.00
B -0.0670 -0.2318 -1.1437 -0.03
O 0.3959 -1.5179 -0.9288 0.02
C 1.0501 -1.8671 -2.1036 0.00
C 1.6897 -3.0422 -2.4090 0.00
H 2.4984 -6.5525 -4.2268 0.00
H 1.1767 -5.4665 -4.6760 0.00
H 1.5728 -5.7276 -2.9734 0.00
H 4.6631 -5.6172 -3.2996 0.00
H 3.7688 -4.7943 -2.0230 0.00
H 4.8548 -3.8743 -3.0707 0.00
H 4.0878 -5.3584 -5.6560 0.00
H 4.3269 -3.6165 -5.5568 0.00
H 2.8161 -4.2748 -6.2109 0.00
H 2.6339 -2.1530 -5.5400 0.00
H 1.4701 -0.0640 -4.9435 0.00
H 1.7309 -3.8468 -1.6875 0.00


3.
80
Properties=species:S:1:pos:R:3:lowdin_charge:R:1 method="wB97M-V/def2-TZVPD" homo_ev=-13.86 e_lumo_ha=-0.3489 relative_energy_kcal_mol=13.7 charge=+3 orbital_gap_ev=4.36
Sc -0.8962 -1.1447 -2.3406 1.24
Br 3.2612 -5.9001 -4.9614 0.96
C 2.0204 -4.6987 -4.3103 -0.64
C 2.4345 -3.3617 -4.1846 -0.07
C 1.6401 -2.4003 -3.5773 -0.05
N 0.3842 -2.7401 -3.1792 -0.02
C -0.0889 -3.9712 -3.3718 -0.20
C 0.6937 -5.0130 -3.8899 0.03
C -1.4990 -4.0900 -2.9626 -0.16
C -2.2414 -5.2539 -3.1527 -0.01
C -3.6063 -5.2987 -2.8136 -0.63
Br -4.5651 -6.9031 -2.9136 0.94
C -4.2147 -4.0839 -2.4383 -0.05
C -3.4101 -2.9705 -2.1184 -0.07
N -2.0683 -2.9184 -2.4679 -0.04
H 3.4081 -3.0982 -4.5053 0.11
H 2.0389 -1.3973 -3.3248 0.14
H 0.4191 -6.0482 -3.8504 0.12
H -1.8395 -6.1595 -3.6475 0.13
H -5.1893 -4.1762 -2.0142 0.11
H -3.8234 -2.0545 -1.6307 0.14
C -0.9433 2.9808 1.8270 -0.04
C -0.4771 2.7553 3.2768 -0.52
C -1.6052 3.0935 4.2252 -0.03
C 0.6017 3.7888 3.5463 -0.02
C -0.1072 1.3014 3.4909 -0.47
O -1.2403 0.4946 3.2738 -0.02
C 0.4150 0.8994 4.8594 -0.09
C 1.7975 1.4391 5.3765 -0.10
C 3.0583 1.0319 4.6374 -0.25
C 3.4137 -0.3052 4.6130 -0.04
C 4.5884 -0.6935 3.8855 -0.07
C 5.3629 0.2979 3.2205 -0.68
Cl 6.7591 -0.2211 2.3679 0.70
C 4.9547 1.6350 3.2662 -0.11
C 3.8382 1.9937 3.9444 -0.05
C 0.9514 0.8107 2.4990 0.00
N 0.3443 -0.0932 1.5353 -0.05
C -0.0604 0.1880 0.3390 -0.13
N -0.6029 -0.8756 -0.2596 -0.04
C -0.5355 -1.8102 0.7621 -0.15
N 0.0753 -1.3954 1.8141 0.20
H -1.4697 3.8850 1.7088 0.08
H -1.6699 2.1545 1.6121 0.10
H -0.1876 2.9936 1.0330 0.07
H -1.9915 4.0694 4.0250 0.09
H -1.3679 3.2370 5.2466 0.09
H -2.5509 2.4784 4.1710 0.12
H 0.1630 4.7117 3.2490 0.09
H 1.5507 3.6014 2.9718 0.10
H 0.8746 3.8151 4.6027 0.09
H -1.8996 0.5794 3.9860 0.12
H 0.3520 -0.2141 4.8259 0.14
H -0.3757 1.1414 5.5863 0.13
H 1.7980 1.1176 6.4407 0.14
H 1.7391 2.4915 5.4085 0.07
H 2.8485 -1.0395 5.2658 0.15
H 4.8766 -1.7285 3.8376 0.10
H 5.6184 2.3374 2.7276 0.12
H 3.6284 3.0569 3.8162 0.12
H 1.7745 0.2528 2.9329 0.12
H 1.3790 1.6020 1.9159 0.13
H 0.0920 1.1256 -0.2274 0.16
H -0.8894 -2.8003 0.6451 0.12
C 0.5085 2.9674 -4.3220 0.04
N -0.7302 2.2254 -4.4134 -0.02
C -1.8960 2.7034 -5.0419 0.04
C -3.0627 2.0404 -4.9924 0.07
C -3.1201 0.7206 -4.3061 -0.30
N -2.0521 0.3381 -3.6179 0.10
C -0.9108 1.0718 -3.6868 -0.41
O 0.0535 0.4938 -3.0537 -0.09
N -4.1820 -0.0331 -4.3800 0.25
H 1.2712 2.2027 -4.0868 0.12
H 0.4204 3.7487 -3.5905 0.11
H 0.7213 3.4929 -5.2329 0.11
H -1.6604 3.6406 -5.5490 0.16
H -3.9461 2.5735 -5.3383 0.14
H -4.8776 0.2657 -5.0404 0.15
H -4.2761 -0.9537 -3.9741 0.12


4.
85
Properties=species:S:1:pos:R:3:lowdin_charge:R:1 method="wB97M-V/def2-TZVPD" homo_ev=-9.05 e_lumo_ha=-0.0283 smiles="C[C@@H](COC(=O)CSC(=O)O[C@@](C)(Br)CCCBr)OC(=O)CS.O=[N+]([O-])c1ccccc1.O=[N+]([O-])c1ccccc1.O=[N+]([O-])c1ccccc1" orbital_gap_ev=8.28
C 1.5084 -0.2400 3.8916 -0.06
C 1.8708 0.9232 2.7451 -0.27
C 2.8801 2.0648 3.4343 -0.11
O 2.4014 3.4430 3.2540 -0.08
C 2.8529 4.0421 1.9915 -0.28
O 3.8658 3.6373 1.2233 -0.04
C 2.0396 5.4157 1.5050 -0.36
S 1.5534 5.4056 -0.3032 0.94
C -0.3115 5.0184 -0.4645 -0.55
O -0.8619 5.3426 -1.6314 -0.07
O -0.9260 4.3664 0.6867 -0.15
C -2.3872 4.2916 0.6231 -0.76
C -2.8581 3.6374 2.0912 -0.12
Br -3.3276 6.0691 0.5282 0.69
C -2.9547 3.1906 -0.5008 -0.19
C -1.8803 1.9939 -0.8324 -0.25
C -2.3997 0.8818 -1.9232 -0.58
Br -4.3390 0.4096 -1.7870 0.66
O 2.4929 0.1939 1.6305 -0.07
C 2.3913 0.9132 0.3539 -0.31
O 1.4160 1.7395 -0.0295 -0.05
C 3.5999 0.6468 -0.7635 -0.40
S 2.7281 -0.0630 -2.3076 0.66
H 0.4287 -0.6408 3.6003 0.09
H 2.2621 -1.1427 3.8187 0.10
H 1.4187 0.1963 4.9734 0.08
H 0.8493 1.4381 2.4980 0.16
H 2.8082 1.8438 4.6057 0.14
H 4.0118 1.8941 3.1580 0.15
H 2.8169 6.3018 1.6608 0.11
H 1.1138 5.5960 2.1976 0.10
H -2.6082 4.4939 2.8833 0.09
H -2.2404 2.6844 2.3783 0.09
H -4.0266 3.4949 2.1435 0.10
H -3.9211 2.7088 -0.0021 0.10
H -3.2945 3.7608 -1.4711 0.12
H -0.8312 2.3893 -1.2400 0.12
H -1.6038 1.3864 0.1572 0.12
H -1.7362 -0.1005 -1.8037 0.08
H -2.1812 1.2688 -3.0218 0.09
H 4.4177 -0.1148 -0.3513 0.07
H 4.1360 1.6798 -1.0110 0.12
H 1.8412 -1.0924 -1.8596 -0.08
O -6.1029 0.3291 0.4688 -0.05
N -7.0277 -0.3152 -0.0483 -0.34
O -7.5612 -0.0311 -1.1302 0.04
C -7.5278 -1.4917 0.6729 -0.14
C -6.9788 -1.8279 1.9180 0.00
C -7.4753 -2.9340 2.6104 -0.07
C -8.5063 -3.6981 2.0614 -0.07
C -9.0440 -3.3671 0.8164 -0.07
C -8.5577 -2.2615 0.1158 0.00
H -6.1752 -1.2426 2.3595 0.12
H -7.0604 -3.1991 3.5805 0.11
H -8.8939 -4.5563 2.6076 0.11
H -9.8453 -3.9693 0.3938 0.11
H -8.9895 -2.0149 -0.8518 0.12
O 5.2405 -3.3195 2.3783 0.06
N 6.4327 -3.3739 2.7150 -0.33
O 6.8727 -4.0918 3.6244 0.06
C 7.3871 -2.5263 1.9903 -0.14
C 6.9274 -1.6709 0.9795 0.00
C 7.8365 -0.8494 0.3101 -0.06
C 9.1910 -0.8864 0.6450 -0.07
C 9.6475 -1.7469 1.6448 -0.07
C 8.7475 -2.5711 2.3231 0.00
H 5.8751 -1.6302 0.7068 0.10
H 7.4885 -0.1771 -0.4713 0.11
H 9.8952 -0.2398 0.1241 0.11
H 10.7051 -1.7721 1.8980 0.11
H 9.1186 -3.2339 3.1021 0.12
O 1.9834 -2.7422 -5.9963 0.07
N 1.1310 -2.1769 -5.2952 -0.31
O 1.3538 -1.1899 -4.5795 -0.03
C -0.2339 -2.7165 -5.3104 -0.14
C -0.5219 -3.8544 -6.0766 0.00
C -1.8164 -4.3775 -6.0680 -0.07
C -2.8128 -3.7665 -5.3050 -0.07
C -2.5256 -2.6273 -4.5511 -0.06
C -1.2341 -2.0966 -4.5496 0.00
H 0.2434 -4.3422 -6.6763 0.12
H -2.0483 -5.2642 -6.6541 0.11
H -3.8193 -4.1813 -5.2970 0.11
H -3.3083 -2.1551 -3.9614 0.10
H -1.0256 -1.2102 -3.9543 0.10


5.
108
Properties=species:S:1:pos:R:3:lowdin_charge:R:1 method="wB97M-V/def2-TZVPD" homo_ev=-8.65 e_lumo_ha=-0.0300 relative_energy_kcal_mol=19.0 orbital_gap_ev=7.84
Ca 11.1528 12.5717 14.2132 1.53
Mg 13.5661 14.3318 14.0105 0.63
O 12.1724 13.7104 12.7347 -0.49
C 12.8436 13.0447 11.7092 -0.30
C 13.7309 11.9940 12.5311 -0.30
O 14.2043 12.5346 13.7405 -0.32
H 13.4094 13.7075 11.0526 0.09
H 12.1876 12.5929 10.9668 0.09
H 14.5083 11.6710 11.8473 0.09
H 12.9814 11.2007 12.7475 0.09
O 13.7985 15.9234 14.8836 -0.36
C 13.0173 16.0606 16.0785 -0.26
C 12.3214 14.6905 16.6603 -0.28
O 12.1051 13.8217 15.5749 -0.54
H 12.1790 16.7635 15.8439 0.11
H 13.6773 16.3575 16.8828 0.09
H 11.4479 14.9616 17.2479 0.09
H 12.9562 14.1928 17.4170 0.08
C 13.6688 8.5381 16.0703 -0.03
C 12.9851 7.7479 15.0320 -0.28
O 12.1863 8.7909 14.4226 0.11
C 11.8179 9.5859 15.4652 -0.54
O 10.8807 10.3359 15.3831 0.08
O 12.5811 9.3686 16.5313 0.12
F 12.0764 6.9211 15.5679 0.11
H 14.4753 9.1227 15.6289 0.14
H 14.1413 8.0913 16.9425 0.16
H 13.5899 7.2536 14.2887 0.17
C 17.6314 14.6832 14.0708 -0.06
C 17.0804 14.6499 12.6658 -0.31
O 18.1227 15.0485 11.8424 0.14
C 19.1823 15.4182 12.6095 -0.56
O 20.1318 15.9970 12.2314 0.20
O 18.9453 15.1789 13.9019 0.10
F 16.0756 15.5930 12.5302 0.04
H 17.7261 13.6596 14.4525 0.12
H 16.9513 15.3071 14.6210 0.14
H 16.6003 13.6795 12.3895 0.16
C 17.0859 10.4369 13.1940 -0.06
C 17.8922 11.0926 12.0502 -0.29
O 18.7309 10.0500 11.6427 0.12
C 18.7848 9.0681 12.6462 -0.58
O 19.5510 8.2362 12.6533 0.24
O 17.8205 9.2743 13.5464 0.09
F 18.6980 12.0352 12.6092 0.07
H 16.0876 10.1261 12.9167 0.10
H 16.9645 11.1130 14.0390 0.12
H 17.3324 11.5221 11.2106 0.15
C 15.0689 12.2561 18.0600 -0.06
C 15.3076 11.9356 16.6210 -0.31
O 15.9646 10.6616 16.6799 0.09
C 16.3133 10.3825 17.9973 -0.59
O 17.0884 9.5986 18.3249 0.23
O 15.7441 11.2682 18.7878 0.11
F 16.1790 12.8185 16.1269 0.08
H 14.0429 12.3011 18.3880 0.13
H 15.4789 13.2442 18.3000 0.15
H 14.5009 11.9018 15.8901 0.14
C 13.9527 13.0353 8.2441 -0.04
C 14.5948 11.6590 8.6199 -0.36
O 15.7171 12.0308 9.2848 0.09
C 16.1051 13.3816 9.0505 -0.53
O 17.0605 13.8768 9.3430 0.28
O 15.0751 13.9158 8.3439 0.08
F 14.9771 11.0727 7.4750 0.08
H 13.1867 13.2714 9.0228 0.11
H 13.5209 13.1373 7.2566 0.13
H 14.0384 10.9037 9.1851 0.15
C 11.5362 16.2202 11.3357 -0.08
C 12.6821 16.8980 12.0210 -0.32
O 12.3045 18.2680 11.8570 0.14
C 11.4134 18.4109 10.8418 -0.61
O 11.0440 19.4134 10.4406 0.23
O 11.0881 17.1935 10.3979 0.08
F 13.7627 16.7387 11.2877 0.11
H 10.7714 16.0857 12.1086 0.14
H 11.6579 15.2361 10.8812 0.12
H 12.8551 16.6979 13.0869 0.14
C 7.4701 9.9364 10.5069 -0.01
C 8.5849 8.8664 10.6567 -0.28
O 9.5054 9.5072 11.4664 0.14
C 9.1285 10.7402 11.8498 -0.48
O 9.8219 11.4223 12.5697 0.05
O 7.9110 11.0266 11.3404 0.09
F 9.1769 8.5521 9.4657 0.07
H 6.4757 9.6466 10.8716 0.15
H 7.4639 10.3018 9.4631 0.14
H 8.3089 7.9263 11.1178 0.17
C 8.6181 12.8882 7.5704 0.02
C 9.8781 13.7852 7.3221 -0.32
O 10.9358 12.9230 7.5403 0.09
C 10.5691 11.7954 8.2854 -0.53
O 11.3059 11.0335 8.7251 0.22
O 9.2303 11.8601 8.4232 0.04
F 9.9412 14.7485 8.2438 0.10
H 8.1108 12.4211 6.6972 0.15
H 7.8295 13.3742 8.1280 0.13
H 10.0958 14.2426 6.3366 0.18
C 12.6621 8.2578 9.8866 -0.04
C 12.6053 8.4380 11.3626 -0.31
O 13.9332 8.6697 11.6540 0.12
C 14.7396 8.6526 10.5790 -0.60
O 15.8824 8.8597 10.6411 0.23
O 13.9953 8.5073 9.5158 0.11
F 12.2792 7.2673 12.0197 0.06
H 12.0989 8.9726 9.3129 0.11
H 12.4088 7.2318 9.6442 0.15
H 12.1116 9.2925 11.8747 0.15


no.,strongest force on any atom (eV/Å)
1,1.03
2,0.25
3,3.50
4,8.55
5,8.70